An isolated molecule of C4H10F2NOPS at a distorted geometry, computed with wB97M-V/def2-TZVPD.

Computed properties:
Gap between HOMO and LUMO = 9.8915 eV
Lowest unoccupied orbital energy = 0.7 eV
Molar mass = 189.167 g mol⁻¹
Max |F| = 3.32 eV Å⁻¹
E_HOMO = -9.18 eV
SMILES = CO[P@](=S)(C(F)F)N(C)C
Energy relative to the best compared isomer or geometry (same formula, charge and spin) = 58.6 kJ/mol

```
! wB97M-V def2-TZVPD RIJCOSX def2/J DEFGRID3
* xyz 0 1
C -0.81 1.42 -2.16
O -1.38 0.21 -1.65
P -1.64 -0.44 -0.24
S -2.57 -2.11 -0.40
C -2.37 0.89 0.89
F -2.98 0.46 1.99
F -3.25 1.52 0.00
N 0.08 -0.37 0.43
C 0.23 -0.80 1.79
C 0.83 -1.34 -0.34
H -0.26 1.77 -1.33
H -1.54 2.20 -2.41
H -0.28 1.18 -3.01
H -1.55 1.70 0.97
H 1.22 -1.06 1.80
H 0.07 0.12 2.38
H -0.41 -1.72 1.90
H 0.86 -0.96 -1.44
H 1.87 -1.58 -0.03
H 0.36 -2.43 -0.21
*
```

Mulliken atomic charge list, values in e, 6 entries: C -0.684; O -0.380; P 0.635; S -0.342; C 0.251; F -0.226



A structure of composition C4H10F6Li4N4O17S6 at a distorted geometry, computed with wB97M-V/def2-TZVPD.

Computed properties:
Gap between HOMO and LUMO = 8.0257 eV
Lowest unoccupied orbital energy = -2.9 eV
Molar mass = 720.289 g mol⁻¹
Max |F| = 12.78 eV Å⁻¹
E_HOMO = -10.91 eV
Energy relative to the best compared isomer or geometry (same formula, charge and spin) = 480.7 kJ/mol

```
! wB97M-V def2-TZVPD RIJCOSX def2/J DEFGRID3
* xyz 0 1
Li -1.86 2.38 -0.78
Li 0.59 1.34 -1.91
Li 1.48 -1.13 -0.86
Li 0.01 -3.10 0.91
N 0.74 -2.68 2.70
S 0.34 -1.57 3.71
O 0.17 -0.16 3.28
O 0.64 -1.85 5.12
F -1.21 -2.07 3.62
S 2.19 -1.85 2.34
O 3.08 -1.31 3.38
O 2.08 -1.09 1.12
F 3.01 -3.13 1.66
N 2.45 0.36 -1.73
S 3.75 0.91 -1.14
O 4.34 2.11 -1.66
O 4.57 -0.04 -0.33
F 2.98 1.48 0.14
S 3.34 -0.24 -3.02
O 4.19 -1.36 -2.76
O 3.78 0.74 -4.02
F 2.06 -0.75 -3.77
N 0.83 -3.04 -0.98
S 2.00 -3.87 -1.71
O 2.41 -3.50 -3.06
O 2.20 -5.25 -1.38
F 3.21 -3.15 -0.82
S -0.26 -3.77 -2.15
O -0.40 -5.22 -2.10
O -0.39 -3.02 -3.37
F -1.58 -3.31 -1.33
N -1.20 -0.24 -0.04
O -1.30 -1.24 0.61
O -0.15 0.19 -0.43
O -2.19 0.41 -0.27
C -0.40 2.89 1.88
O -1.50 2.91 1.03
C -2.60 3.56 1.57
C -3.88 3.19 0.75
O -3.61 3.27 -0.65
C -4.59 2.52 -1.39
H -0.31 3.88 2.33
H 0.53 2.61 1.39
H -0.54 2.21 2.72
H -2.55 4.65 1.54
H -2.90 3.15 2.53
H -4.71 3.83 1.03
H -4.16 2.21 1.13
H -4.55 3.01 -2.36
H -5.59 2.73 -1.02
H -4.54 1.43 -1.46
*
```

Mulliken atomic charge list, values in e, 6 entries: Li 0.795; Li 0.818; Li 1.204; Li 0.976; N -0.427; S 0.928



An isolated molecule of C4H10FN at a distorted geometry, computed with wB97M-V/def2-TZVPD.

Computed properties:
Gap between HOMO and LUMO = 10.1898 eV
Lowest unoccupied orbital energy = 1.0 eV
Molar mass = 91.129 g mol⁻¹
Max |F| = 7.48 eV Å⁻¹
E_HOMO = -9.21 eV
SMILES = CC[C@H](N)CF
Energy relative to the best compared isomer or geometry (same formula, charge and spin) = 383.2 kJ/mol

```
! wB97M-V def2-TZVPD RIJCOSX def2/J DEFGRID3
* xyz 0 1
C -2.33 0.03 -0.27
C -0.85 -0.52 -0.41
C 0.35 0.39 0.22
N 1.18 1.55 -0.38
C 1.54 -0.78 0.48
F 2.17 -0.66 -0.80
H -2.47 0.03 0.80
H -2.00 1.09 -0.51
H -3.07 -0.56 -0.60
H -0.95 -0.91 -1.51
H -0.45 -1.38 0.14
H -0.03 0.52 1.18
H 2.04 1.18 -0.96
H 1.63 1.97 0.61
H 0.97 -1.63 0.76
H 2.29 -0.32 1.24
*
```

Mulliken atomic charge list, values in e, 6 entries: C -1.180; C -0.343; C -0.214; N -0.708; C -0.453; F -0.351



A cluster of 2 separate species, C4H10FN in total at a distorted geometry, computed with wB97M-V/def2-TZVPD.

Computed properties:
Gap between HOMO and LUMO (spin up / spin down) = 8.7260 / 7.4191 eV
Lowest unoccupied orbital energy (spin up / spin down) = 0.9 / 0.9 eV
Molar mass = 91.129 g mol⁻¹
Max |F| = 3.08 eV Å⁻¹
E_HOMO (spin up / spin down) = -7.87 / -6.56 eV
Energy relative to the best compared isomer or geometry (same formula, charge and spin) = 417.5 kJ/mol

```
! wB97M-V def2-TZVPD RIJCOSX def2/J DEFGRID3
* xyz 0 1
C -2.04 -0.57 1.25
C -0.06 -0.24 -1.69
C 1.87 -0.14 0.48
C -0.27 0.65 -0.46
N 0.81 0.82 0.36
F -1.11 1.83 -0.59
H -1.52 0.22 1.81
H -3.09 -0.41 1.08
H -1.88 -1.57 1.38
H 0.91 -0.07 -2.23
H -0.98 -0.08 -2.25
H 0.13 -1.22 -1.33
H 2.54 0.33 1.17
H 1.35 -1.04 0.81
H 2.42 -0.23 -0.51
H 0.92 1.71 0.72
*
```

Mulliken atomic charge list, values in e, 6 entries: C -0.955; C -1.139; C -0.881; C 0.449; N -0.131; F -0.315



A cluster of 2 separate species, C4H10FN2O in total at a distorted geometry, computed with wB97M-V/def2-TZVPD.

Computed properties:
Gap between HOMO and LUMO = 7.4356 eV
Lowest unoccupied orbital energy = -5.6 eV
Molar mass = 121.135 g mol⁻¹
Max |F| = 3.04 eV Å⁻¹
E_HOMO = -13.05 eV
Energy relative to the best compared isomer or geometry (same formula, charge and spin) = 235.8 kJ/mol

```
! wB97M-V def2-TZVPD RIJCOSX def2/J DEFGRID3
* xyz 1 1
C -0.60 0.94 -0.75
C 1.94 -0.86 0.78
C -0.36 -1.79 1.44
C 0.58 -0.66 1.33
N -1.46 0.68 -1.70
N -0.27 2.17 -0.40
O -1.62 1.70 -2.72
F 0.37 0.48 2.03
H 2.44 -0.01 0.34
H 2.02 -1.62 -0.07
H 2.46 -1.37 1.59
H 0.16 -2.70 1.57
H -0.91 -1.93 0.46
H -0.95 -1.52 2.32
H -1.39 -0.18 -2.13
H 0.39 2.27 0.30
H -0.46 2.95 -0.98
H -2.35 1.47 -3.41
*
```

Mulliken atomic charge list, values in e, 6 entries: C -0.136; C -1.073; C -0.908; C 0.885; N 0.004; N -0.243



A cluster of 2 separate species, C4H10FNO in total at a distorted geometry, computed with wB97M-V/def2-TZVPD.

Computed properties:
Gap between HOMO and LUMO = 10.5876 eV
Lowest unoccupied orbital energy = 0.8 eV
Molar mass = 107.128 g mol⁻¹
Max |F| = 4.95 eV Å⁻¹
E_HOMO = -9.83 eV
SMILES = C[C@@](N)(F)C=O.C
Energy relative to the best compared isomer or geometry (same formula, charge and spin) = 250.3 kJ/mol

```
! wB97M-V def2-TZVPD RIJCOSX def2/J DEFGRID3
* xyz 0 1
C 2.30 0.23 -0.12
C 0.73 0.19 0.03
N 0.44 1.16 1.04
F 0.20 0.60 -1.24
C -0.04 -1.31 0.42
O 0.19 -2.25 -0.27
H 2.74 -0.14 0.78
H 2.41 1.30 -0.25
H 2.74 -0.23 -1.02
H -0.57 0.89 1.38
H 0.19 1.89 0.47
H -0.62 -1.16 1.43
C -2.12 -0.20 -0.51
H -2.99 -0.30 -1.28
H -2.55 -0.65 0.37
H -1.80 0.74 -0.30
H -1.27 -0.76 -0.94
*
```

Mulliken atomic charge list, values in e, 6 entries: C -1.403; C 0.903; N -0.678; F -0.346; C -0.164; O -0.433